(1)
Below is a structure of composition C45H39As2F9FeN5PS5, with properties calculated with ωB97M-V/def2-TZVPD.

Output
DFT total energy ... -298737.83422 eV
HOMO-LUMO gap ... 5.98 eV
Net charge ... 0
HOMO level ... -0.2260 Ha

```
107
Properties=species:S:1:pos:R:3:forces:R:3
As -3.177281 0.739573 -1.481269 -1.004 0.251 0.296
As -1.379346 1.791222 1.245714 -0.788 0.874 0.661
Fe -1.398511 -0.278730 -0.130918 0.609 0.175 -0.397
S -5.535904 -6.187663 0.451070 -0.109 -0.293 0.036
S -4.608006 -3.553819 1.454773 0.214 -0.257 -0.547
S -3.117154 -0.969478 1.220598 -0.229 1.170 0.623
S -3.478452 -4.616492 -1.028920 -0.294 0.258 0.607
S -1.851433 -2.153110 -1.525108 0.709 0.653 -0.773
P 0.469640 0.434762 -1.398094 -0.607 0.324 -0.709
F -0.808686 6.692588 -3.711257 -0.197 -0.103 0.189
F 1.335418 6.622647 -3.840766 0.175 -0.130 0.128
F 1.332155 -3.694267 -6.672118 0.039 -0.027 0.237
F 6.948149 0.971081 0.388895 -0.165 -0.064 -0.174
F -0.407217 -2.613821 -7.335659 -0.195 0.102 0.170
F 6.123854 2.532657 1.618548 -0.233 0.124 -0.058
F 0.137485 5.850517 -5.448343 0.008 -0.236 -0.102
F 6.106261 0.493899 2.307049 -0.278 -0.099 -0.068
F 1.556271 -1.783913 -7.628482 0.047 0.165 0.134
N -0.114183 -1.496329 0.963833 -0.119 -0.149 0.084
N 3.706019 -1.963568 4.351822 0.714 0.624 0.194
N 0.704648 -3.172045 2.143449 -0.370 0.259 -0.079
N 2.758074 -2.270133 3.577846 -0.650 0.165 -0.948
N 2.157976 -3.405635 3.988894 0.566 0.029 0.661
C 0.788177 -2.465516 -6.750434 0.139 -0.218 -0.509
C -0.669266 2.978780 -1.917468 0.122 -0.383 0.269
C -5.540305 3.843105 0.121074 -0.079 0.028 -0.044
C 2.151720 0.641785 -0.731418 0.275 -0.012 0.810
C -3.458091 -2.527793 0.622041 0.253 -1.258 -1.332
C 3.457388 -5.041769 7.030107 -0.187 -0.098 -0.122
C 4.475362 -4.104106 7.254259 0.189 0.094 0.119
C 3.008024 -0.431725 -0.447428 -0.298 0.165 -0.224
C -0.039516 -2.033040 2.166546 -0.330 0.111 0.318
C -4.588790 -4.867666 0.299842 0.152 0.323 -0.053
C 2.778650 -3.855564 5.117397 0.551 0.629 0.042
C 5.925079 1.265766 1.221138 0.708 0.006 0.275
C 1.272336 2.425990 -3.211066 -0.128 0.036 0.080
C 1.863554 -1.053108 -3.431962 -0.176 0.110 0.227
C 1.885071 -1.690707 -4.655911 -0.301 -0.140 -0.377
C 1.222089 3.663681 -3.816240 -0.077 0.128 0.011
C 0.677168 -0.501170 -2.952031 0.017 -0.216 -0.296
C -0.239126 3.416042 1.499084 0.201 -0.512 -0.291
C -0.461816 -1.216646 -4.959697 0.251 -0.139 -0.268
C -0.666198 -1.536005 3.408547 0.103 0.155 0.098
C 0.333044 2.074407 -2.237282 -0.125 0.129 0.044
C 4.593926 1.055559 0.566723 -0.343 0.018 -0.116
C 0.226649 4.570898 -3.460332 -0.244 -0.094 0.232
C -1.842825 1.677798 3.156842 0.135 -0.179 0.011
C -5.069972 2.776831 -0.618207 0.033 -0.076 -0.125
C -4.758253 4.365184 1.135317 0.011 0.023 0.063
C -3.829739 2.206538 -0.349826 0.111 -0.021 -0.032
C -0.730258 4.224423 -2.514068 0.261 0.335 -0.357
C 0.722445 -1.781600 -5.417207 0.052 0.095 0.202
C 0.616556 -2.311012 0.145782 0.707 -0.753 0.101
C 3.746489 2.131096 0.319830 0.517 -0.206 0.266
C 1.137350 -3.341479 0.856356 0.111 0.140 -0.593
C -0.473608 -0.575166 -3.741054 0.121 0.108 0.324
C 4.666042 -3.024446 6.425951 -0.085 0.031 -0.111
C 1.065465 -3.998455 3.251996 -0.328 -0.221 0.002
C -3.058797 2.699225 0.704398 0.045 -0.221 -0.197
C -2.930318 -3.019968 -0.541643 -1.043 -0.188 1.604
C 4.212035 -0.230369 0.191923 0.294 0.408 0.167
C 3.799283 -2.896723 5.341333 -0.812 -1.035 0.094
C -3.535144 3.789177 1.425108 0.223 0.115 0.186
C 0.215047 5.925527 -4.108324 0.018 0.399 -0.208
C 2.591154 -4.942058 5.962973 -0.054 -0.164 0.074
C -3.418485 1.628055 -3.259970 0.449 -0.261 0.102
C -4.841857 -0.290919 -1.615669 -0.026 -0.217 -0.022
C 2.534773 1.918730 -0.297409 -0.371 -0.340 -0.341
H -1.443587 -0.825923 3.151702 0.030 -0.147 0.047
H -1.510264 4.918571 -2.241120 -0.061 0.072 -0.004
H -4.207697 2.380224 -3.205629 0.054 -0.145 0.152
H 4.039653 3.127317 0.615912 0.000 0.038 0.037
H -6.509071 4.267761 -0.095271 -0.083 0.051 -0.027
H 3.354425 -5.866349 7.718449 -0.032 -0.092 0.049
H 0.011892 3.895299 0.553036 -0.061 -0.089 -0.006
H 0.687345 3.106197 1.986454 -0.030 -0.023 -0.022
H 2.800148 -2.118257 -5.032986 0.147 -0.060 -0.030
H 1.750330 -4.168379 0.569360 0.146 -0.219 -0.097
H 5.445917 -2.300157 6.591366 0.113 0.090 0.052
H 2.735091 -1.437335 -0.723940 0.035 0.012 0.027
H 1.952219 3.938163 -4.562406 0.085 0.009 -0.078
H -2.501644 2.104650 -3.605656 -0.034 -0.017 0.018
H -2.946377 4.204352 2.235129 -0.029 -0.003 -0.005
H 1.876443 2.758969 -0.464044 0.037 0.063 -0.014
H -5.678677 2.378369 -1.420306 -0.030 0.022 0.001
H 0.207698 -4.135608 3.926355 0.218 0.046 -0.191
H -1.359726 -1.284557 -5.553974 -0.070 -0.003 -0.032
H 2.777947 -0.972345 -2.864123 0.049 -0.009 0.008
H 2.046922 1.725302 -3.488174 0.071 -0.014 -0.035
H 0.080212 -1.054628 4.041977 0.071 -0.011 0.095
H -5.108337 5.212062 1.704604 -0.010 0.089 0.102
H -3.710230 0.862693 -3.983012 0.037 0.012 0.094
H -1.414517 2.712224 -1.176278 0.109 0.139 -0.177
H 0.694489 -2.127466 -0.907151 -0.005 -0.217 -0.042
H -5.607561 0.280123 -2.144872 0.169 0.086 0.001
H -4.655580 -1.210319 -2.175120 0.121 0.090 0.059
H -2.656308 0.969060 3.302427 0.025 -0.044 -0.065
H -1.390861 -0.126077 -3.377037 0.092 -0.098 -0.113
H 1.372329 -4.983398 2.873691 -0.123 0.251 0.053
H -2.155042 2.647101 3.546643 0.067 -0.003 -0.209
H 4.859026 -1.066307 0.408553 0.063 -0.099 0.016
H 1.809612 -5.666369 5.793639 -0.061 -0.118 0.037
H -0.967169 1.350612 3.717270 -0.017 -0.023 -0.011
H -5.217858 -0.553488 -0.626825 0.194 0.068 -0.023
H 5.123674 -4.243312 8.106730 0.049 0.011 0.048
H -1.122648 -2.355236 3.963521 -0.071 0.017 0.050
H -0.734510 4.144933 2.139631 -0.154 -0.182 -0.034
```
Forces are in eV/Å.

---

(2)
Below is an isolated molecule of C2H5O2P, with properties calculated with ωB97M-V/def2-TZVPD.

Output
DFT total energy ... -15534.04090 eV
Multiplicity ... 3
HOMO-LUMO gap (alpha / beta) ... 6.51 / 8.27 eV
Net charge ... 0
HOMO level (alpha / beta) ... -0.2128 / -0.3946 Ha

```
10
Properties=species:S:1:pos:R:3:forces:R:3
P 1.835257 0.553954 -0.208203 -1.265 3.470 -0.211
O 0.560043 -1.185619 -0.344642 -1.629 -1.135 1.996
O 2.970501 -0.036456 0.484954 2.230 -1.509 1.273
C 0.075566 -0.127435 0.607033 -0.012 -1.213 -1.446
C -1.044570 0.570082 -0.083021 0.948 -1.192 -2.788
H -1.608422 -0.326166 -0.375704 -1.153 0.362 0.492
H -1.554620 1.281865 0.478943 -1.049 0.971 0.946
H -0.094878 -1.179343 -1.047471 -0.059 -0.295 -0.504
H -0.328099 -0.511398 1.609970 1.748 0.471 -1.137
H -0.810778 0.960517 -1.121857 0.241 0.069 1.379
```
Forces are in eV/Å.

---

(3)
Below is a structure of composition C13H25Cl3O2SiZr, with properties calculated with ωB97M-V/def2-TZVPD.

Output
DFT total energy ... -64712.32751 eV
HOMO-LUMO gap ... 5.11 eV
Net charge ... -2
HOMO level ... -0.0175 Ha

```
45
Properties=species:S:1:pos:R:3:forces:R:3
Zr 0.000000 0.000000 0.000000 -3.440 4.575 2.505
Cl -3.777373 2.686294 -2.366542 -0.362 0.069 -0.293
Cl -2.296916 0.023402 0.576407 -2.191 -1.442 0.264
Cl -0.488196 2.011766 -1.194222 0.106 0.589 -1.446
Si -0.392872 2.503226 2.791489 -0.261 -3.337 -4.328
O -0.208420 1.327972 1.480896 -5.390 3.636 8.513
O 1.455943 1.095605 0.620784 9.289 -1.379 -2.343
C -2.207996 2.795200 3.111537 -0.315 0.233 0.327
C -2.202421 -2.406293 -1.541729 -0.225 -0.122 -0.154
C -0.819323 -1.890514 -1.426579 0.592 0.006 -0.242
C -0.242069 -0.883889 -2.233832 1.028 -0.800 -0.358
C 1.382979 -1.643984 -0.777904 0.043 -1.126 -1.431
C 0.416168 1.840155 4.336743 0.267 -0.167 0.501
C 0.419953 4.109344 2.299983 0.235 0.382 0.013
C 0.162046 -2.355130 -0.521630 0.723 0.211 -0.682
C 2.137668 0.137927 -2.514579 0.139 0.121 -0.098
C -0.019993 -3.485052 0.419532 -0.114 -0.150 0.137
C 2.697724 -1.916504 -0.143884 0.184 -0.018 -0.060
C 1.133067 -0.726439 -1.845609 -0.010 -1.864 -1.032
C -0.918465 -0.223277 -3.374255 -0.194 0.026 -0.177
H -0.067035 0.884181 4.624809 0.306 0.477 -0.081
H 2.553293 -0.374801 -3.383842 0.087 -0.068 -0.155
H 0.013758 -4.424213 -0.136474 0.005 -0.191 0.082
H 1.696198 1.072122 -2.845592 -0.118 0.144 0.013
H 1.494470 1.666261 4.142986 -0.500 0.047 0.224
H 2.954855 0.386564 -1.845163 0.081 0.077 0.167
H 1.498085 3.933226 2.107791 -0.550 0.181 0.010
H 1.812481 0.756783 1.456802 -0.152 0.538 -0.288
H -2.689933 1.839002 3.401604 0.167 0.540 -0.228
H -2.686569 3.185961 2.190160 0.202 -0.306 0.495
H -0.061170 4.499363 1.379722 0.331 -0.226 0.463
H 2.585344 -2.204368 0.897008 0.075 -0.077 0.239
H -0.381240 0.655178 -3.709590 0.013 0.167 0.034
H -2.241093 -3.183388 -2.308090 -0.035 -0.152 -0.132
H -1.926872 0.086866 -3.116326 -0.141 0.247 0.049
H -2.899870 -1.623793 -1.821762 -0.074 0.148 0.035
H 0.301461 2.576032 5.158860 0.152 -0.404 -0.217
H -2.324877 3.532646 3.931806 -0.188 -0.227 -0.262
H 3.342818 -1.044219 -0.180294 0.023 0.174 0.056
H 0.754437 -3.509373 1.176442 0.218 -0.064 0.181
H -0.983230 -0.925523 -4.208031 -0.008 -0.134 -0.166
H 3.204050 -2.728469 -0.668434 0.145 -0.173 0.012
H -0.977025 -3.431285 0.929989 -0.188 -0.018 0.089
H 0.305241 4.847670 3.120038 0.119 -0.154 -0.385
H -2.547958 -2.838332 -0.608160 -0.075 0.009 0.149
```
Forces are in eV/Å.

---

(4)
Below is a structure of composition C33H35IrN3O2Si, with properties calculated with ωB97M-V/def2-TZVPD.

Output
DFT total energy ... -54064.57527 eV
HOMO-LUMO gap (alpha / beta) ... 6.48 / 6.39 eV
Net charge ... +1
HOMO level (alpha / beta) ... -0.3602 / -0.3602 Ha

```
75
Properties=species:S:1:pos:R:3:forces:R:3
Ir -0.484264 -0.756154 -0.986836 1.730 0.713 0.232
Si -2.921264 0.745683 1.172163 0.236 -0.297 -0.349
O -1.518814 0.972260 0.170821 -0.113 -0.532 -0.168
O 7.481644 7.249223 1.437149 0.169 -0.001 0.059
N 2.310024 5.958648 0.025650 -1.364 -0.422 1.286
N 2.080835 5.066801 -0.810202 1.948 -0.786 -0.269
N -0.150406 0.996494 -2.057069 0.261 -0.346 -0.041
C -2.285720 0.762351 2.914818 -0.001 0.108 0.149
C 8.587365 6.402495 1.150135 -0.047 0.000 -0.009
C -0.924600 0.907891 3.196158 0.011 -0.052 0.061
C -2.751462 1.045271 5.280390 -0.054 -0.033 0.003
C 1.266698 2.081326 -3.650858 -0.101 -0.036 -0.027
C 0.471088 1.007583 -3.219475 -0.117 0.016 -0.179
C 1.298346 -2.242898 -1.699014 -0.639 0.963 0.150
C -3.188022 0.809910 3.985236 0.042 0.008 -0.111
C -0.768251 2.098240 -0.046469 -0.100 -0.179 0.001
C -0.483239 1.141462 4.492497 -0.019 -0.012 -0.021
C 6.258300 6.864170 1.040184 -0.127 -0.077 -0.075
C 0.808629 3.168784 -1.566335 0.250 0.098 0.056
C 3.621246 -1.292441 -1.360152 -0.085 0.039 -0.064
C -0.823850 -3.598393 -2.083013 0.216 -0.333 0.078
C 3.637014 6.242221 0.328538 0.526 0.571 -0.951
C 0.592754 -2.165996 2.538855 -0.007 0.082 0.010
C -0.681864 3.160175 0.799205 -0.088 0.278 0.199
C -1.398905 1.232557 5.532233 0.039 0.013 -0.070
C 1.012254 4.195783 -0.593890 -1.281 0.683 -0.241
C -0.155655 -2.655971 0.193881 -0.188 -0.189 0.199
C -0.028323 2.091913 -1.244830 -0.047 0.076 -0.140
C 3.925343 7.441927 0.991742 -0.226 -0.137 0.077
C 0.086327 -2.779525 -1.206853 -0.750 -0.538 -0.168
C 1.451619 3.149403 -2.821011 0.106 0.033 0.004
C 5.215218 7.745565 1.344179 0.046 0.163 0.040
C 2.296452 -1.739371 -0.818196 -0.051 0.065 0.058
C 0.834924 -2.146819 1.062992 -0.239 0.060 -0.124
C -3.568027 -0.870009 0.521707 -0.292 -0.097 0.156
C -4.113959 2.113682 0.834635 0.012 0.297 0.034
C 2.046575 -1.691624 0.541744 0.256 -0.122 0.058
C 4.676863 5.359837 0.036964 -0.010 0.073 -0.149
C 5.982586 5.665403 0.380859 -0.048 -0.041 -0.035
C 0.227895 4.204313 0.531691 -0.076 -0.057 0.051
H -0.448344 -1.943884 2.773105 0.017 -0.008 -0.003
H -4.556942 -0.741567 0.073509 0.036 0.036 0.043
H -3.468315 1.098107 6.089897 0.021 -0.004 -0.010
H 0.814891 -3.163925 2.925749 -0.002 0.000 -0.025
H 0.338757 5.022910 1.229888 0.057 -0.078 0.081
H 2.076704 3.985680 -3.104110 0.040 -0.044 0.047
H -3.656077 -1.634285 1.297957 0.051 0.045 -0.022
H -1.057497 1.462938 6.533167 -0.017 -0.073 0.008
H -5.102702 1.847624 1.219114 0.047 -0.005 -0.013
H 8.777837 6.359248 0.076188 -0.023 -0.007 -0.021
H 4.414817 -1.936273 -0.976417 -0.012 0.008 -0.006
H -2.910697 -1.253691 -0.261427 0.048 -0.058 -0.030
H 4.443220 4.430804 -0.465460 0.033 -0.001 0.013
H 5.454508 8.669320 1.854664 0.002 -0.032 -0.002
H -0.542133 -4.654386 -2.029754 -0.020 0.023 -0.024
H -1.284841 3.186812 1.698131 0.081 0.015 0.018
H -3.822850 3.056667 1.300709 -0.022 -0.017 -0.016
H 1.740218 2.033975 -4.621256 -0.046 -0.010 -0.002
H 9.441425 6.844421 1.651866 0.011 0.033 -0.003
H -0.196617 0.849095 2.392947 -0.021 0.043 0.015
H 1.231352 -1.454020 3.059311 -0.014 -0.013 0.007
H 1.522933 -2.339899 -2.753867 -0.026 0.051 -0.008
H -0.746959 -3.283573 -3.122489 -0.041 0.038 0.011
H 3.845729 -0.273092 -1.041839 -0.007 -0.019 -0.001
H 0.333246 0.132019 -3.839231 0.059 -0.032 0.033
H -4.249093 0.673082 3.798454 0.005 0.069 0.062
H 6.771636 4.974550 0.123567 0.007 -0.015 0.062
H -1.019333 -3.145745 0.627790 -0.026 0.023 -0.028
H 0.573910 1.273588 4.688488 -0.017 -0.008 0.001
H 3.109403 8.112870 1.229347 0.030 0.015 -0.027
H -4.209449 2.282626 -0.241296 -0.032 -0.056 0.029
H 8.426350 5.393732 1.534677 -0.007 0.010 0.038
H 2.805863 -1.304831 1.211862 -0.018 -0.037 -0.003
H -1.859808 -3.512689 -1.760851 0.003 0.042 -0.009
H 3.642419 -1.333018 -2.447852 0.021 0.016 0.015
```
Forces are in eV/Å.

---

(5)
Below is a cluster of 2 separate species, C3H9NO2S2 in total, with properties calculated with ωB97M-V/def2-TZVPD.

Output
DFT total energy ... -30508.53437 eV
HOMO-LUMO gap ... 7.84 eV
Net charge ... 0
HOMO level ... -0.2939 Ha

```
17
Properties=species:S:1:pos:R:3:forces:R:3
S 2.047019 -0.499698 1.748436 -0.798 -0.026 0.451
S 0.115794 -0.792096 1.360611 -0.947 -1.765 -0.697
O -0.612954 -1.783320 2.554678 0.793 -2.102 -1.317
O -0.016895 -1.543799 0.043140 -0.363 1.384 2.708
N 1.547609 0.647210 -1.065799 -1.709 0.904 0.992
C -0.834033 0.570941 1.503111 -1.099 -1.293 -1.592
C 0.282142 1.083917 -1.108528 3.171 -0.916 0.612
C -0.643425 0.556402 -2.120760 3.336 -1.752 0.021
H -0.606275 -2.801385 2.363362 0.408 2.680 0.143
H -1.906252 0.282279 1.228540 1.525 0.416 0.446
H 2.001795 0.591162 -0.062919 -0.569 -0.011 -1.756
H -0.715794 1.157283 2.380805 0.352 0.251 0.619
H -0.037811 1.516876 -0.116277 -0.109 0.041 -1.217
H -1.456825 1.130312 -2.216970 -3.253 1.859 -0.312
H 1.864091 -0.020587 -1.773327 -0.104 0.280 0.385
H -0.218397 0.300453 -3.110841 0.103 0.322 0.614
H -0.809790 -0.395950 -1.607262 -0.737 -0.271 -0.100
```
Forces are in eV/Å.

---

(6)
Below is a cluster of 2 separate species, C6H9F in total, with properties calculated with ωB97M-V/def2-TZVPD.

Output
DFT total energy ... -9080.71099 eV
HOMO-LUMO gap ... 11.23 eV
Net charge ... 0
HOMO level ... -0.3847 Ha

```
16
Properties=species:S:1:pos:R:3:forces:R:3
F 1.137216 1.736261 -0.491782 -0.238 -2.737 0.721
C -1.121505 0.281130 -1.208167 -2.638 -2.750 -0.183
C 2.115488 -0.855514 -0.454293 -0.186 0.471 -0.880
C 2.031374 -0.511173 0.819747 -0.654 0.264 -2.420
C -0.600107 -0.383224 0.067807 0.914 1.985 -2.420
C -1.155327 0.335987 1.243450 -1.115 -0.370 -0.383
C 0.943438 -0.158111 -0.060695 -0.273 0.245 1.624
H -2.287269 0.319371 -1.167651 2.046 -0.028 -0.303
H -0.678924 1.210712 -1.210590 0.578 2.184 -0.774
H -0.875445 1.342668 0.885951 0.037 0.192 1.760
H -2.316300 0.290066 1.186876 2.029 -0.165 0.557
H -0.949778 -1.364872 -0.086624 0.624 -1.840 0.575
H 2.649865 -1.221979 -1.343409 -0.285 0.087 0.859
H -0.680855 -0.163623 2.126445 -0.771 1.368 -0.102
H 2.562837 -0.456806 1.713351 0.422 0.093 1.347
H -0.774715 -0.400900 -2.020417 -0.490 1.001 0.023
```
Forces are in eV/Å.

---

net charge of number 3 (C13H25Cl3O2SiZr)? -2